This record from OMol25 describes a single C2H3ClF2 molecule in a non-equilibrium geometry. The level of theory is ωB97M-V/def2-TZVPD.

- Total energy: -20078.919 eV
- Orbital gap: 11.653 eV
- SMILES string: FC(F)CCl
- HOMO: -10.9 eV

The geometry in ORCA input format:
```
! wB97M-V def2-TZVPD RIJCOSX def2/J DEFGRID3
* xyz 0 1
F -0.7238 -0.5426 -1.4526
C -0.6594 0.1719 -0.3928
F -0.8500 1.6047 -0.5295
C 0.5078 -0.0785 0.4614
Cl 2.0615 -0.1429 -0.3094
H -1.3469 -0.2643 0.3614
H 0.6449 0.4537 1.3330
H 0.3659 -1.2020 0.5284
*
```


This record from OMol25 describes a single C7H12BNO2 molecule in a non-equilibrium geometry. The level of theory is ωB97M-V/def2-TZVPD.

- Total energy: -13716.779 eV
- Orbital gap: 10.082 eV
- SMILES string: CB(O)N1C(=O)[C@H]2CC[C@@H]1C2
- HOMO: -9.5 eV

The geometry in ORCA input format:
```
! wB97M-V def2-TZVPD RIJCOSX def2/J DEFGRID3
* xyz 0 1
C 2.8031 -1.0370 0.3994
B 1.8671 0.1447 0.0912
O 2.1553 1.4532 0.1767
N 0.5634 -0.0857 -0.2923
C -0.2829 -1.3428 -0.1722
O 0.1932 -2.4466 -0.1319
C -1.7240 -0.8075 -0.3670
C -1.9413 -0.0305 0.9273
C -1.1299 1.2464 0.6955
C -0.4155 0.9556 -0.6161
C -1.5035 0.2737 -1.3951
H 2.1299 -1.8539 0.3866
H 3.4258 -0.9140 1.3306
H 3.4659 -1.2681 -0.4813
H 3.0382 1.7468 0.3672
H -2.4239 -1.7379 -0.4994
H -1.6911 -0.7445 1.6561
H -2.9595 0.1947 1.1836
H -1.9215 1.9846 0.4703
H -0.3094 1.6814 1.3596
H 0.2145 1.7840 -1.0003
H -1.3159 -0.2032 -2.3907
H -2.2380 1.0064 -1.6977
*
```


This record from OMol25 describes C30H52BrN3P2STi as an isolated structure in a non-equilibrium geometry. The level of theory is ωB97M-V/def2-TZVPD.

- Total energy: -158975.666 eV
- Orbital gap (alpha / beta): 6.990 / 3.473 eV
- HOMO (alpha / beta): -12.3 / -12.5 eV

The geometry in ORCA input format:
```
! wB97M-V def2-TZVPD RIJCOSX def2/J DEFGRID3
* xyz 2 3
N 5.8995 0.9030 3.4879
C 5.4164 -0.3385 3.4117
C 4.2887 -0.6468 2.6326
C 3.6950 0.3668 1.8702
C 4.2049 1.6611 1.9661
C 5.3174 1.8694 2.7948
C 2.6441 0.0203 0.8519
Ti 0.7642 -0.1916 0.3826
P -1.8970 0.9914 -2.7685
C 2.2907 0.7212 -0.3865
C 2.5451 0.0065 -1.6710
C 2.2935 0.6926 -2.8739
C 2.1799 -0.0034 -4.0635
C 2.5420 -1.3670 -4.1404
C 3.0440 -1.9874 -2.9791
C 3.0771 -1.3004 -1.7575
Br 2.3074 -2.2848 -5.6929
H 2.6712 -1.1000 0.7384
H 2.1807 1.8228 -0.4354
H 3.9277 -1.6728 2.6230
H 3.7704 2.4873 1.4096
H 5.9236 -1.1065 3.9881
H 5.7409 2.8732 2.8883
H 2.1479 1.7724 -2.8202
H 3.5289 -1.7723 -0.8843
H 1.8527 0.5289 -4.9567
H 3.3964 -3.0113 -3.0090
P -0.7756 1.4902 1.4182
C -1.3695 0.1755 -4.3215
C -1.9380 0.8043 -5.5921
H -1.6775 -0.8766 -4.2604
H -0.2723 0.1745 -4.3404
H -1.5462 0.2716 -6.4648
H -3.0284 0.7291 -5.6201
H -1.6667 1.8595 -5.6823
C -0.6150 2.2548 -2.5056
C -1.0935 3.6360 -3.0050
H 0.2861 1.9457 -3.0433
H -0.3636 2.2849 -1.4346
H -0.4104 4.4261 -2.6575
H -1.1349 3.6813 -4.1039
H -2.1007 3.8571 -2.6228
C -2.2177 -0.4359 -1.7049
C -3.6569 -0.9209 -1.9769
H -2.0935 -0.1513 -0.6456
H -1.4719 -1.2027 -1.9583
H -4.1116 -1.3365 -1.0706
H -4.2936 -0.0886 -2.3103
H -3.6806 -1.6946 -2.7565
C -2.4121 0.7483 1.8325
C -3.2718 1.4895 2.8578
H -2.2222 -0.2851 2.1610
H -2.9630 0.6744 0.8843
H -2.8096 1.5123 3.8502
H -3.4832 2.5184 2.5488
H -4.2329 0.9661 2.9551
C -1.2104 3.1925 0.8388
C -0.0157 4.1461 0.7519
H -1.9794 3.6132 1.5084
H -1.6798 3.0594 -0.1491
H 0.2815 4.5254 1.7384
H 0.8708 3.6825 0.2975
H -0.2727 5.0175 0.1347
C -0.0337 1.8448 3.0618
C 0.8919 0.7345 3.5169
H -0.8867 1.9486 3.7494
H 0.4775 2.8192 3.0101
H 1.8921 1.1258 3.7649
H 0.4701 0.1800 4.3693
H 1.0643 -0.0425 2.7285
C -0.9132 -2.7340 3.9651
N -1.3624 -3.1576 2.6384
C -2.2470 -4.3182 2.6450
C -0.5911 -2.8962 1.5616
S 0.9306 -2.1397 1.7860
N -0.9724 -3.2279 0.2981
C -2.4010 -3.2478 -0.0227
C -0.0063 -2.8570 -0.7571
H -1.6402 -3.1275 4.6797
H -0.8767 -1.6420 4.0417
H 0.0829 -3.1325 4.1941
H -3.2836 -4.0093 2.4470
H -1.9285 -5.0589 1.9023
H -2.1906 -4.7679 3.6426
H -2.5383 -3.0273 -1.0830
H -2.8476 -4.2260 0.1902
H -2.9365 -2.4805 0.5571
H 0.2596 -1.7362 -0.6888
H 0.9142 -3.4427 -0.6199
H -0.4484 -3.0600 -1.7352
*
```


This record from OMol25 describes a 6-piece molecular cluster, C31H61Br2N8O9 overall in a non-equilibrium geometry. The level of theory is ωB97M-V/def2-TZVPD.

- Total energy: -203562.262 eV
- Orbital gap: 7.538 eV
- HOMO: -10.6 eV

The geometry in ORCA input format:
```
! wB97M-V def2-TZVPD RIJCOSX def2/J DEFGRID3
* xyz 1 1
C -0.4021 2.6605 4.0699
C 0.1307 2.8472 2.6533
N 1.2025 1.8258 2.3029
C 0.7417 0.9177 1.3447
C 0.6142 1.3941 0.0370
N 0.1697 0.5911 -0.9281
Br 0.0590 1.3067 -2.7046
C -0.1792 -0.6735 -0.6882
C -0.0717 -1.2392 0.5824
C -0.4892 -2.6888 0.6531
Br 1.0457 -3.8699 0.3910
C -1.3366 -3.1069 1.8541
C -2.4674 -4.0882 1.4465
C 0.4133 -0.4234 1.6120
C 0.6105 -0.8798 3.0325
O -0.3090 -0.9869 3.7682
O 1.8765 -1.0305 3.4745
C 2.4598 -2.3086 3.1334
C 3.4524 -2.7638 4.2106
O 3.1690 -2.2534 5.4966
H -0.3989 1.6164 4.3704
H 0.1445 3.2559 4.7854
H -1.4227 3.0297 4.0858
H -0.6913 2.7814 1.9539
H 0.5498 3.8402 2.5433
H 1.4011 1.3278 3.1634
H 0.8832 2.4030 -0.2239
H -0.5289 -1.2684 -1.5158
H -1.0952 -2.8662 -0.2282
H -1.8067 -2.2237 2.2718
H -0.7394 -3.6144 2.6033
H -2.4732 -4.9594 2.0921
H -2.3913 -4.3846 0.4031
H -3.4318 -3.6076 1.5904
H 2.9677 -2.2345 2.1741
H 1.6584 -3.0401 3.0873
H 4.4826 -2.5632 3.9363
H 3.3632 -3.8533 4.2519
H 2.3313 -2.6421 5.7668
C -0.4623 4.5130 7.5383
O -0.8192 3.5880 6.8307
N 0.1074 4.3750 8.7475
C 0.5122 5.5158 9.5464
C 0.3213 3.0334 9.2662
H -0.5829 5.5665 7.2333
H 1.5857 5.4751 9.7401
H -0.0193 5.5123 10.4995
H 0.2845 6.4402 9.0203
H 0.9647 2.4703 8.5897
H -0.6309 2.5086 9.3448
H 0.7867 3.0914 10.2464
C -2.3822 -8.0217 -0.8373
O -2.3636 -7.3806 -1.8710
N -1.4153 -7.9856 0.0990
C -1.4886 -8.7617 1.3210
C -0.2627 -7.1322 -0.1368
H -3.2164 -8.6947 -0.5759
H -1.4709 -8.0982 2.1885
H -0.6398 -9.4450 1.3828
H -2.4088 -9.3415 1.3408
H -0.5921 -6.1031 -0.2588
H 0.2428 -7.4397 -1.0531
H 0.4290 -7.1978 0.6997
C 0.7350 1.9205 -5.8817
O 0.1856 2.1893 -4.8031
N 0.0860 1.6141 -6.9879
C 0.7779 1.3147 -8.2358
C -1.3723 1.5717 -6.9741
H 1.8270 1.9282 -5.9908
H 0.4703 2.0209 -9.0058
H 0.5249 0.3063 -8.5601
H 1.8538 1.3855 -8.0944
H -1.7634 2.5477 -6.6883
H -1.7151 0.8353 -6.2482
H -1.7327 1.3062 -7.9648
C -1.6304 5.2600 0.6908
O -1.7442 4.7590 1.7955
N -1.6573 6.5772 0.4411
C -1.5151 7.1150 -0.8987
C -1.8369 7.4924 1.5589
H -1.4912 4.6499 -0.2213
H -0.6424 7.7683 -0.9484
H -2.4030 7.6899 -1.1661
H -1.3906 6.3059 -1.6156
H -1.0302 7.3613 2.2800
H -2.7806 7.2833 2.0622
H -1.8371 8.5160 1.1949
C -2.6856 2.5968 -10.6883
O -2.1682 1.5018 -10.8211
N -3.9915 2.8115 -10.4583
C -4.5394 4.1455 -10.2991
C -4.8809 1.6632 -10.3701
H -2.0970 3.5295 -10.7406
H -5.0025 4.2447 -9.3156
H -5.2932 4.3338 -11.0650
H -3.7499 4.8878 -10.3935
H -4.5619 1.0048 -9.5614
H -4.8505 1.0964 -11.3003
H -5.8963 2.0019 -10.1837
C 4.3886 -5.0022 0.8370
O 3.7454 -5.8820 1.3798
N 5.6725 -4.7073 1.1001
C 6.3763 -3.6397 0.4158
C 6.3746 -5.4914 2.1060
H 3.9484 -4.3539 0.0582
H 7.2395 -4.0419 -0.1168
H 6.7214 -2.8962 1.1370
H 5.7155 -3.1558 -0.3007
H 6.3823 -6.5427 1.8192
H 5.8670 -5.4057 3.0672
H 7.3957 -5.1325 2.2009
*
```


This record from OMol25 describes a 2-piece molecular cluster, CHF2O3S overall in a non-equilibrium geometry. The level of theory is ωB97M-V/def2-TZVPD.

- Total energy: -23464.313 eV
- Orbital gap (alpha / beta): 7.524 / 7.587 eV
- HOMO (alpha / beta): -3.5 / -3.8 eV

The geometry in ORCA input format:
```
! wB97M-V def2-TZVPD RIJCOSX def2/J DEFGRID3
* xyz -1 1
C -1.3087 0.6511 0.8081
O 2.0149 -1.8575 -0.0975
O 2.3200 0.2856 -1.5166
O 0.0472 -0.4790 -0.8259
F -1.4372 1.8986 0.3714
F -2.5040 0.0663 0.9120
S 1.4702 -0.8791 -1.0895
H -0.6024 0.3140 1.4379
*
```


This record from OMol25 describes a 2-piece molecular cluster, C21H23N2O overall in a non-equilibrium geometry. The level of theory is ωB97M-V/def2-TZVPD.

- Total energy: -27170.150 eV
- Orbital gap: 5.552 eV
- HOMO: -10.5 eV

The geometry in ORCA input format:
```
! wB97M-V def2-TZVPD RIJCOSX def2/J DEFGRID3
* xyz 1 1
C -6.1409 3.4707 -0.2300
O -5.7837 2.0556 -0.2584
C -4.4952 1.7184 -0.5380
C -4.1805 0.3330 -0.5302
C -2.8866 -0.0934 -0.7366
C -1.8395 0.8254 -1.0326
C -0.5770 0.3150 -1.4276
C 0.3343 0.9382 -2.3198
C 1.5793 0.2830 -2.5917
C 2.4976 0.8404 -3.4587
C 2.2437 2.0665 -4.1022
C 0.9976 2.6781 -3.9179
C 0.0406 2.1109 -3.0922
C -2.1712 2.2094 -1.0382
C -3.4649 2.6442 -0.8224
H -7.1695 3.4953 0.1476
H -5.4794 4.0312 0.4462
H -6.1075 3.8943 -1.2440
H -4.9777 -0.3676 -0.3319
H -2.6628 -1.1589 -0.7452
H -0.3766 -0.7275 -1.1967
H 1.7732 -0.6726 -2.1017
H 3.4464 0.3357 -3.6368
H 2.9933 2.5328 -4.7425
H 0.7767 3.6131 -4.4370
H -0.9610 2.5367 -3.0726
H -1.4002 2.9459 -1.2496
H -3.6938 3.7170 -0.8517
C 4.1115 -2.0677 4.0792
N 3.1303 -2.8621 3.3619
C 3.2986 -4.2836 3.6219
C 2.2693 -2.3404 2.4294
C 1.5746 -3.1738 1.4993
C 0.7878 -2.5717 0.5165
N 0.6813 -1.2382 0.3792
C 1.2429 -0.4410 1.2939
C 2.0282 -0.9358 2.3417
H 4.1564 -1.0419 3.7125
H 3.8706 -2.0621 5.1529
H 5.1043 -2.5310 3.9706
H 2.4221 -4.8726 3.3409
H 4.1803 -4.6692 3.0858
H 3.4891 -4.4225 4.6962
H 1.6493 -4.2610 1.5182
H 0.2152 -3.2024 -0.1771
H 1.0567 0.6341 1.2130
H 2.4172 -0.2280 3.0764
*
```